Record 1
# C5H8NO2

An isolated ion of composition C5H8NO2 and charge +1 at a distorted geometry (wB97M-V/def2-TZVPD, the OMol25 dataset).

Properties
ΔE to the lowest compared entry with this formula, charge and spin	51.5	kcal/mol
LUMO	-3.74	eV
HOMO-LUMO gap	9.165	eV
total energy	-400.21022	a.u.
E_HOMO	-0.47415	Ha
2S+1	1
SMILES string	[NH3+][C@@H](O)/C=C\C=C=O
charge	+1

Geometry (Å):
N -0.60345 -1.20573 -0.90604
C -1.17726 -0.28681 0.26081
O -0.74969 -0.71051 1.44084
C -0.80080 1.12764 0.05427
C 0.43956 1.64527 -0.00341
C 1.77068 1.06863 -0.03242
C 2.06327 -0.19273 0.01666
O 2.29284 -1.32362 0.16275
H -0.75373 -0.79973 -1.84475
H -1.14792 -2.13822 -0.97559
H 0.34913 -1.29969 -0.71905
H -2.21418 -0.30974 0.21802
H -0.90994 -1.56511 1.87922
H -1.71566 1.65625 0.27818
H 0.61561 2.64077 0.02912
H 2.54154 1.69334 0.14140

Atomic partial charges in e from the natural (NBO) method, atoms 1 to 5:
1. N -0.73
2. C 0.26
3. O -0.70
4. C -0.32
5. C -0.07


Record 2
# C5H8NO8S

A 2-piece molecular cluster, C5H8NO8S overall at a distorted geometry (wB97M-V/def2-TZVPD, the OMol25 dataset).

Properties
ΔE to the lowest compared entry with this formula, charge and spin	23.5	kcal/mol
LUMO	3.29	eV
HOMO-LUMO gap	8.774	eV
total energy	-1250.11469	a.u.
E_HOMO	-0.20166	Ha
2S+1	1
charge	-1

Geometry (Å):
C 1.19068 -0.06342 0.78438
C -2.05905 0.81928 0.10787
C -1.08668 0.57719 1.18784
C 1.57912 0.07412 -2.32383
C 2.47634 0.34263 0.28654
N 2.88162 1.55372 -0.05446
O 4.37599 -0.84335 -1.04386
O 0.92700 -1.21628 1.03985
O 2.10279 2.53514 -0.03859
O 4.02980 1.68812 -0.39649
O 4.79399 -0.07105 1.29761
O 3.40634 -2.00948 0.92766
O 0.70666 -0.72615 -2.20519
O 0.26478 0.90946 0.76102
S 3.91587 -0.60096 0.30371
H -2.10046 -0.12857 -0.53904
H -3.03306 1.01530 0.60084
H -1.66397 1.73058 -0.40677
H -1.04272 -0.48938 1.47646
H -1.41935 1.20269 1.95833
H 2.58370 -0.02887 -2.71878
H 1.44751 1.17754 -2.10771
H 2.39582 -2.01536 0.89005

Atomic partial charges in e from the natural (NBO) method, atoms 1 to 5:
1. C 0.79
2. C -0.63
3. C -0.09
4. C 0.29
5. C -0.54


Record 3
# C5H8NP

One molecule with the formula C5H8NP at a distorted geometry (wB97M-V/def2-TZVPD, the OMol25 dataset).

Properties
ΔE to the lowest compared entry with this formula, charge and spin	101.4	kcal/mol
LUMO	-0.48	eV
HOMO-LUMO gap	8.798	eV
total energy	-591.24095	a.u.
E_HOMO	-0.34093	Ha
2S+1	1
SMILES string	CC#P(C#N)CC
charge	0

Geometry (Å):
C 0.80332 2.87600 -0.06726
C 0.50585 1.46089 0.30942
P -0.94914 0.62797 0.22204
C -2.80086 0.29155 -0.02978
N -3.89285 0.26449 -0.35501
C -0.61587 -1.01118 0.82795
C -0.91527 -2.11719 -0.29705
H 0.49288 3.49184 0.80351
H 1.83910 2.89549 -0.23712
H 0.40630 3.13504 -0.98394
H 0.51683 -1.07470 1.20150
H -1.26509 -1.22772 1.77653
H -1.91806 -1.86824 -0.57039
H -0.39030 -1.79735 -1.15768
H -0.80319 -3.15684 -0.21966

Atomic partial charges in e from the natural (NBO) method, atoms 1 to 5:
1. C -0.73
2. C -0.32
3. P 0.92
4. C -0.06
5. N -0.30


Record 4
# C5H8NS

An isolated ion of composition C5H8NS and charge +1 at a distorted geometry (wB97M-V/def2-TZVPD, the OMol25 dataset).

Properties
ΔE to the lowest compared entry with this formula, charge and spin	64.5	kcal/mol
LUMO	-5.37	eV
HOMO-LUMO gap	9.475	eV
total energy	-647.89542	a.u.
E_HOMO	-0.54543	Ha
2S+1	1
charge	+1

Geometry (Å):
C -0.79532 1.58143 1.42484
C -0.72817 -0.94189 0.84343
C 0.12603 -0.26341 -0.16795
C 1.61448 -0.35500 -0.05972
C -0.51966 0.14335 -1.55576
N -0.58170 0.44233 0.95314
S -0.88639 2.95297 2.09085
H -1.69505 -1.19209 0.71016
H -0.31863 -1.64265 1.53512
H 2.06187 0.46700 -0.43784
H 1.79112 -1.18649 -0.66744
H 1.82217 -0.72174 0.88134
H 0.33200 0.40361 -2.10071
H -1.27044 1.00569 -1.52758
H -0.95230 -0.69314 -1.92187

Atomic partial charges in e from the natural (NBO) method, atoms 1 to 5:
1. C 0.25
2. C -0.19
3. C 0.24
4. C -0.62
5. C -0.61


Record 5
# C5H8NS2

An isolated ion of composition C5H8NS2 and charge +1 at a distorted geometry (wB97M-V/def2-TZVPD, the OMol25 dataset).

Properties
ΔE to the lowest compared entry with this formula, charge and spin	117.9	kcal/mol
LUMO (alpha / beta)	-6.94 / -6.94	eV
HOMO-LUMO gap (alpha / beta)	6.043 / 6.042	eV
total energy	-1045.98295	a.u.
E_HOMO (alpha / beta)	-0.47711 / -0.47712	Ha
2S+1	1
charge	+1

Geometry (Å):
C -2.59516 0.09403 -0.02261
C 0.39494 -1.28759 0.38921
C 0.29197 1.12191 0.20446
C -0.63011 -2.15550 -0.31635
C -0.66201 2.09901 -0.32220
N 0.49846 -0.12664 -0.38370
S -2.44577 -1.50742 0.04837
S -2.54494 1.66654 0.03176
H 0.19615 -1.08456 1.38856
H 1.30863 -1.86235 0.18268
H 1.16520 1.64924 0.21945
H 0.01294 1.05111 1.21339
H -0.64189 -1.80042 -1.36553
H -0.54996 -3.24138 -0.06572
H -0.48484 3.12117 0.22050
H -0.68794 2.33406 -1.43446

Atomic partial charges in e from the natural (NBO) method, atoms 1 to 5:
1. C -0.51
2. C -0.32
3. C -0.36
4. C -0.44
5. C -0.45


Record 6
# C5H8O

One molecule with the formula C5H8O (wB97M-V/def2-TZVPD, the OMol25 dataset).

Properties
ΔE to the lowest compared entry with this formula, charge and spin	68.7	kcal/mol
LUMO	0.92	eV
HOMO-LUMO gap	10.679	eV
total energy	-270.44845	a.u.
E_HOMO	-0.35876	Ha
2S+1	1
charge	0

Geometry (Å):
O 0.28008 -0.48386 2.08232
C -0.03918 -0.22006 0.74629
C 0.81820 0.88817 0.18034
C 0.04855 0.35594 -1.03681
C 0.24876 -1.07287 -0.51156
C -1.25658 0.50087 -0.27356
H 0.09878 -1.36908 2.42207
H 1.89032 0.68703 0.22191
H 0.56447 1.87869 0.57256
H 0.24021 0.57627 -2.07979
H -0.49194 -1.80092 -0.86784
H 1.26961 -1.44589 -0.64135
H -1.56325 1.54350 -0.08754
H -2.10804 -0.03779 -0.72703

Atomic partial charges in e from the natural (NBO) method, atoms 1 to 5:
1. O -0.70
2. C 0.30
3. C -0.41
4. C -0.23
5. C -0.43


Record 7
# C5H8O

One molecule with the formula C5H8O at a distorted geometry (wB97M-V/def2-TZVPD, the OMol25 dataset).

Properties
ΔE to the lowest compared entry with this formula, charge and spin	53.9	kcal/mol
LUMO	0.93	eV
HOMO-LUMO gap	9.316	eV
total energy	-270.47199	a.u.
E_HOMO	-0.30824	Ha
2S+1	1
SMILES string	C=C(O)/C=C/C
charge	0

Geometry (Å):
C 2.52377 0.55337 -0.54417
C 1.53852 0.03268 0.26580
O 1.59087 0.04058 1.64861
C 0.20376 -0.37632 -0.29390
C -1.01040 0.03791 0.22279
C -2.37646 -0.42697 -0.20258
H 2.45835 0.50977 -1.70503
H 3.32756 1.19062 -0.07207
H 0.63736 0.01075 1.88050
H 0.17536 -0.92889 -1.12615
H -1.02260 1.00787 0.86295
H -2.24298 -0.83539 -1.21857
H -2.75189 -1.19775 0.55719
H -3.05123 0.38178 -0.27537

Atomic partial charges in e from the natural (NBO) method, atoms 1 to 5:
1. C -0.50
2. C 0.28
3. O -0.67
4. C -0.24
5. C -0.19


Record 8
# C5H8O

A 2-piece molecular cluster, C5H8O overall (wB97M-V/def2-TZVPD, the OMol25 dataset).

Properties
ΔE to the lowest compared entry with this formula, charge and spin	131.8	kcal/mol
LUMO (alpha / beta)	-0.13 / -0.13	eV
HOMO-LUMO gap (alpha / beta)	7.301 / 7.298	eV
total energy	-270.34790	a.u.
E_HOMO (alpha / beta)	-0.27321 / -0.27314	Ha
2S+1	1
charge	0

Geometry (Å):
C 1.75306 0.23120 -0.47823
C 0.69932 0.33964 0.59081
C -0.66716 0.93687 0.28218
C -1.12653 0.01984 -0.80036
O -0.27717 -0.80758 -1.19173
C 0.87003 -0.96225 -0.19049
H 1.60933 0.78000 -1.40533
H 2.78936 0.17744 -0.16101
H 1.01756 0.34923 1.62916
H -0.69604 1.97893 -0.06531
H -1.34285 0.87170 1.13938
H -2.07221 0.06367 -1.33899
H -1.65305 -1.94230 1.05132
H -0.90364 -2.03639 0.93860

Atomic partial charges in e from the natural (NBO) method, atoms 1 to 5:
1. C -0.48
2. C -0.33
3. C -0.51
4. C 0.42
5. O -0.35


Record 9
# C5H8O

One molecule with the formula C5H8O at a distorted geometry (wB97M-V/def2-TZVPD, the OMol25 dataset).

Properties
ΔE to the lowest compared entry with this formula, charge and spin	30.2	kcal/mol
LUMO	1.02	eV
HOMO-LUMO gap	9.836	eV
total energy	-270.50970	a.u.
E_HOMO	-0.32385	Ha
2S+1	1
SMILES string	CC1=CCOC1
charge	0

Geometry (Å):
C -1.84489 0.53984 -0.11680
C -0.43846 0.03494 -0.16584
C 0.62094 0.69584 -0.62062
C 1.86692 0.12342 -0.04019
O 1.46233 -1.11372 0.53949
C 0.04201 -1.24059 0.48602
H -2.53426 0.00616 -0.77824
H -1.85279 1.60052 -0.38468
H -2.23376 0.45554 0.90653
H 0.63254 1.67586 -1.08076
H 2.17397 0.95325 0.65677
H 2.73417 -0.08569 -0.67623
H -0.35459 -1.39913 1.50052
H -0.24842 -2.12908 -0.10467

Atomic partial charges in e from the natural (NBO) method, atoms 1 to 5:
1. C -0.64
2. C -0.01
3. C -0.22
4. C -0.08
5. O -0.52


Record 10
# C5H8O

One molecule with the formula C5H8O at a distorted geometry (wB97M-V/def2-TZVPD, the OMol25 dataset).

Properties
ΔE to the lowest compared entry with this formula, charge and spin	60.4	kcal/mol
LUMO	0.85	eV
HOMO-LUMO gap	10.167	eV
total energy	-270.46166	a.u.
E_HOMO	-0.34241	Ha
2S+1	1
SMILES string	O=C1CCCC1
charge	0

Geometry (Å):
O -0.87019 2.42493 -0.51514
C -0.39541 1.37823 -0.12023
C -1.22467 0.18038 0.30390
C -0.47100 -1.05102 -0.19674
C 0.96644 -0.86013 0.18726
C 1.04467 0.98915 -0.12472
H -1.27478 0.19559 1.40133
H -2.23210 0.26025 -0.09941
H -0.89169 -1.98333 0.18293
H -0.48568 -1.07408 -1.28882
H 1.71692 -1.44952 -0.35221
H 1.12187 -1.11603 1.26986
H 1.59347 0.52406 0.67111
H 1.58293 1.32798 -1.01075

Atomic partial charges in e from the natural (NBO) method, atoms 1 to 5:
1. O -0.54
2. C 0.57
3. C -0.51
4. C -0.41
5. C -0.36


Record 11
# C5H8O

One molecule with the formula C5H8O at a distorted geometry (wB97M-V/def2-TZVPD, the OMol25 dataset).

Properties
ΔE to the lowest compared entry with this formula, charge and spin	50.7	kcal/mol
LUMO	1.07	eV
HOMO-LUMO gap	9.004	eV
total energy	-270.47707	a.u.
E_HOMO	-0.29151	Ha
2S+1	1
SMILES string	CC1=CCCO1
charge	0

Geometry (Å):
C -2.02135 0.08008 0.55780
C -0.59352 0.21471 0.27167
C -0.04219 0.55450 -0.87277
C 1.31815 -0.05887 -0.90939
C 1.55767 -0.44109 0.54741
O 0.25915 -0.30007 1.20035
H -2.22787 -0.94993 0.87628
H -2.27696 0.76090 1.35722
H -2.58356 0.29008 -0.35427
H -0.47033 0.97665 -1.76982
H 1.62803 0.99756 -1.05822
H 1.29263 -0.93960 -1.60740
H 2.25875 0.27414 0.98442
H 1.90141 -1.45906 0.77672

Atomic partial charges in e from the natural (NBO) method, atoms 1 to 5:
1. C -0.65
2. C 0.33
3. C -0.33
4. C -0.51
5. C -0.08


Record 12
# C5H8O

One molecule with the formula C5H8O at a distorted geometry (wB97M-V/def2-TZVPD, the OMol25 dataset).

Properties
ΔE to the lowest compared entry with this formula, charge and spin	94.2	kcal/mol
LUMO	0.68	eV
HOMO-LUMO gap	10.115	eV
total energy	-270.40782	a.u.
E_HOMO	-0.34665	Ha
2S+1	1
SMILES string	C=C=C(C)CO
charge	0

Geometry (Å):
C 2.13410 -0.59263 0.85055
C 1.19937 0.29526 0.58407
C 0.07922 0.49206 -0.06578
C -0.06064 -1.08235 -0.72204
C -0.85437 1.68973 -0.23235
O -2.19110 1.23742 -0.24907
H 2.03160 -1.29634 1.67583
H 2.97809 -0.74408 0.17843
H 0.87936 -1.09848 -1.25747
H -0.74570 -1.67023 -1.37211
H -0.06000 -1.62595 0.21446
H -0.61649 2.24397 -1.15896
H -0.79666 2.43811 0.57697
H -2.15485 0.38360 -0.69799

Atomic partial charges in e from the natural (NBO) method, atoms 1 to 5:
1. C -0.43
2. C 0.05
3. C -0.09
4. C -0.64
5. C -0.09


Record 13
# C5H8O

One molecule with the formula C5H8O (wB97M-V/def2-TZVPD, the OMol25 dataset).

Properties
ΔE to the lowest compared entry with this formula, charge and spin	123.7	kcal/mol
LUMO (alpha / beta)	0.10 / 0.10	eV
HOMO-LUMO gap (alpha / beta)	7.898 / 7.898	eV
total energy	-270.36076	a.u.
E_HOMO (alpha / beta)	-0.28673 / -0.28672	Ha
2S+1	1
charge	0

Geometry (Å):
C 1.97353 -0.86153 -1.02430
C 1.55778 0.24267 -0.10262
C 0.30833 0.82341 -0.06257
C -0.84784 1.26427 -0.47303
C -2.13666 0.97679 0.18992
O -2.13708 0.06915 1.29252
H 2.87809 -0.54829 -1.55971
H 2.22505 -1.78204 -0.48564
H 1.18855 -1.07708 -1.75032
H 0.45689 0.40259 1.03107
H 2.29480 0.57661 0.62527
H -2.84873 0.64774 -0.58324
H -2.54952 1.90887 0.58851
H -1.91663 -0.80459 0.94860

Atomic partial charges in e from the natural (NBO) method, atoms 1 to 5:
1. C -0.66
2. C -0.11
3. C -0.40
4. C -0.05
5. C -0.17


Record 14
# C5H8O

One molecule with the formula C5H8O (wB97M-V/def2-TZVPD, the OMol25 dataset).

Properties
ΔE to the lowest compared entry with this formula, charge and spin	138.9	kcal/mol
LUMO (alpha / beta)	-0.16 / -0.16	eV
HOMO-LUMO gap (alpha / beta)	7.798 / 7.796	eV
total energy	-270.33648	a.u.
E_HOMO (alpha / beta)	-0.29255 / -0.29250	Ha
2S+1	1
charge	0

Geometry (Å):
C -1.94534 0.46333 -0.22425
O -1.29635 -0.72780 0.14109
C -0.53646 -1.28602 -0.92444
C 0.83265 -0.78785 -1.14721
C 1.49880 0.13393 -0.51970
C 2.51509 0.69617 0.22756
H -2.60239 0.31674 -1.09638
H -2.55578 0.77662 0.62626
H -1.23553 1.26958 -0.46808
H -0.43333 -2.35475 -0.69451
H -1.11350 -1.22860 -1.86219
H 3.10483 0.11160 0.93371
H 2.69161 1.76785 0.20108
H 0.95809 0.97962 0.08432

Atomic partial charges in e from the natural (NBO) method, atoms 1 to 5:
1. C -0.25
2. O -0.54
3. C -0.18
4. C 0.00
5. C -0.39


Record 15
# C5H8O

One molecule with the formula C5H8O (wB97M-V/def2-TZVPD, the OMol25 dataset).

Properties
ΔE to the lowest compared entry with this formula, charge and spin	29.2	kcal/mol
LUMO	1.01	eV
HOMO-LUMO gap	10.795	eV
total energy	-270.51141	a.u.
E_HOMO	-0.35970	Ha
2S+1	1
SMILES string	CC1(C=O)CC1
charge	0

Geometry (Å):
C 1.39588 0.33535 0.64890
C 0.04847 0.10909 -0.03175
C -0.47142 1.36448 -0.65866
O -0.37287 2.43799 -0.11530
C -0.34958 -1.16567 -0.71805
C -1.06471 -0.76651 0.53219
H 2.00276 -0.57361 0.68804
H 1.98284 1.07943 0.09555
H 1.28189 0.72766 1.66319
H -0.92750 1.27900 -1.67522
H -0.87991 -1.06155 -1.66270
H 0.32559 -2.01347 -0.65823
H -0.88094 -1.34547 1.43490
H -2.09051 -0.40669 0.45712

Atomic partial charges in e from the natural (NBO) method, atoms 1 to 5:
1. C -0.60
2. C -0.18
3. C 0.45
4. O -0.52
5. C -0.41


Record 16
# C5H8O

A 2-piece molecular cluster, C5H8O overall at a distorted geometry (wB97M-V/def2-TZVPD, the OMol25 dataset).

Properties
ΔE to the lowest compared entry with this formula, charge and spin	93.0	kcal/mol
LUMO	0.19	eV
HOMO-LUMO gap	9.359	eV
total energy	-270.40964	a.u.
E_HOMO	-0.33710	Ha
2S+1	1
SMILES string	C=C/C=C\C=O.[H][H]
charge	0

Geometry (Å):
C 1.76224 -0.42303 0.22103
C 1.19171 0.29151 -0.75026
C -0.11431 -0.29812 -0.98857
C -1.19702 -0.45668 -0.20338
C -1.37666 -0.18390 1.23099
O -0.50476 -0.04015 2.07073
H 2.77760 -0.76565 0.14336
H 1.13453 -0.75854 1.04035
H 1.73269 0.80471 -1.54847
H -0.10737 -0.79556 -1.95678
H -2.06294 -0.89486 -0.68184
H -2.43822 -0.18092 1.54956
H -0.76884 1.80291 -0.05322
H -0.02865 1.89828 -0.07349

Atomic partial charges in e from the natural (NBO) method, atoms 1 to 5:
1. C -0.29
2. C -0.28
3. C -0.08
4. C -0.41
5. C 0.39


Record 17
# C5H8O

A 2-piece molecular cluster, C5H8O overall at a distorted geometry (wB97M-V/def2-TZVPD, the OMol25 dataset).

Properties
ΔE to the lowest compared entry with this formula, charge and spin	52.5	kcal/mol
LUMO	0.80	eV
HOMO-LUMO gap	9.855	eV
total energy	-270.47421	a.u.
E_HOMO	-0.33267	Ha
2S+1	1
SMILES string	C=C=O.C=CC
charge	0

Geometry (Å):
C -0.42429 -0.09959 -2.25789
C -0.44499 -0.94103 -1.24928
O -0.56652 -1.93018 -0.63042
H -0.41570 0.96216 -2.10782
H -0.64969 -0.45339 -3.24873
C -0.73902 1.16753 0.77481
C 0.39093 0.50008 0.57649
C 0.95923 -0.51552 1.51143
H -1.36775 0.96255 1.62789
H -1.07530 1.94968 0.11249
H 1.00933 0.74619 -0.33216
H 0.16826 -1.00591 2.07618
H 1.67140 -0.04922 2.19093
H 1.48410 -1.29334 0.95607

Atomic partial charges in e from the natural (NBO) method, atoms 1 to 5:
1. C -0.78
2. C 0.72
3. O -0.48
4. H 0.24
5. H 0.26